Record 1
DFT (wB97M-V/def2-TZVPD) results for a cluster of 7 separate species, C36H81O6PSSi in total in a non-equilibrium geometry.

E_HOMO = -8.1 eV
SMILES = CC[C@@H](C)[Si@H](Cc1ccc(C)cc1)[PH2]=S.CCOCC.CCOCC.CCOCC.CCOCC.CCOCC.CCOCC
Multiplicity = 1
Charge = 0
Largest force on an atom = 1.190 eV/Å
Orbital gap = 8.80 eV
Total energy = -2900.63422 Eh

Cartesian coordinates (Å):
C -3.8110 -1.1002 -2.2071
C -3.1157 -1.9634 -3.2569
C -1.8415 -1.3472 -3.8719
C -2.0166 0.1172 -4.3175
Si -0.3377 -1.5804 -2.7652
C 1.1312 -0.6502 -3.4680
C 2.3579 -0.5320 -2.5876
C 2.3122 -0.4570 -1.2012
C 3.4850 -0.2875 -0.4657
C 4.7319 -0.1932 -1.0757
C 6.0021 -0.0154 -0.2956
C 4.7823 -0.2752 -2.4683
C 3.6143 -0.4437 -3.2018
P 0.1427 -3.7853 -2.9395
S 0.6719 -4.1263 -4.8171
H -4.1917 -0.1791 -2.6291
H -4.6728 -1.6432 -1.8334
H -3.1248 -0.8767 -1.3947
H -2.9097 -2.9503 -2.8465
H -3.8206 -2.1298 -4.0735
H -1.6079 -1.9298 -4.7619
H -3.0594 0.3895 -4.4312
H -1.5585 0.8332 -3.6392
H -1.5420 0.2530 -5.2855
H -0.6502 -1.2499 -1.3560
H 1.4060 -1.1580 -4.3901
H 0.7852 0.3483 -3.7318
H 1.3628 -0.5019 -0.6940
H 3.4419 -0.2168 0.6112
H 6.5992 -0.9220 -0.2916
H 6.6008 0.7344 -0.8100
H 5.8358 0.3586 0.7070
H 5.7202 -0.2100 -2.9976
H 3.6729 -0.5029 -4.2793
H -1.0155 -4.5245 -2.6392
H 1.1317 -4.1727 -2.0170
C -7.6259 1.3090 1.6682
C -7.4756 0.2432 0.5966
O -6.2545 -0.4706 0.6525
C -6.0032 -1.1831 1.8499
C -7.0392 -2.2449 2.1747
H -6.8013 2.0214 1.6157
H -8.5620 1.8531 1.5305
H -7.6353 0.8824 2.6723
H -7.4839 0.7152 -0.3867
H -8.3260 -0.4485 0.6211
H -5.8884 -0.4899 2.6912
H -5.0325 -1.6570 1.7000
H -8.0272 -1.8158 2.3460
H -6.7505 -2.7810 3.0798
H -7.1235 -2.9604 1.3550
C -11.0542 2.6114 -1.0862
C -11.4534 3.1712 0.2690
O -10.4357 3.9198 0.9071
C -9.9716 5.0644 0.2147
C -11.0449 6.1055 -0.0536
H -10.1624 1.9892 -0.9946
H -11.8631 2.0030 -1.4914
H -10.8392 3.3994 -1.8090
H -11.6706 2.3482 0.9505
H -12.3724 3.7624 0.1866
H -9.4751 4.7736 -0.7181
H -9.2033 5.4927 0.8583
H -11.8313 5.7266 -0.7074
H -10.6043 6.9782 -0.5365
H -11.5101 6.4230 0.8806
C 10.8497 1.8846 3.3007
C 9.6154 1.0269 3.0780
O 9.1048 1.0786 1.7595
C 9.9817 0.6476 0.7333
C 10.4341 -0.7954 0.8710
H 10.6432 2.9242 3.0432
H 11.1523 1.8379 4.3473
H 11.6950 1.5516 2.6972
H 8.8047 1.3883 3.7111
H 9.8091 -0.0100 3.3753
H 10.8429 1.3214 0.6582
H 9.4171 0.7559 -0.1937
H 11.0176 -0.9613 1.7776
H 11.0548 -1.0774 0.0201
H 9.5725 -1.4637 0.9023
C 11.9020 -4.6699 -3.3027
C 10.8764 -4.4933 -2.1957
O 10.6517 -3.1455 -1.8250
C 10.1670 -2.2877 -2.8416
C 8.8288 -2.7082 -3.4255
H 12.8534 -4.2198 -3.0165
H 12.0622 -5.7308 -3.4962
H 11.5809 -4.2085 -4.2374
H 11.2342 -4.9813 -1.2890
H 9.9323 -4.9805 -2.4642
H 10.9146 -2.1705 -3.6343
H 10.0618 -1.3128 -2.3633
H 8.8846 -3.6740 -3.9288
H 8.4939 -1.9725 -4.1576
H 8.0756 -2.7838 -2.6396
C 2.0949 3.1500 -1.6980
C 0.7920 3.5551 -2.3657
O -0.3025 3.6797 -1.4763
C -0.1614 4.6383 -0.4448
C 0.0437 6.0597 -0.9408
H 1.9687 2.2131 -1.1572
H 2.8729 3.0122 -2.4502
H 2.4479 3.9014 -0.9899
H 0.4930 2.7807 -3.0742
H 0.9237 4.4755 -2.9462
H 0.6445 4.3497 0.2398
H -1.0903 4.5826 0.1230
H 0.9712 6.1686 -1.5041
H 0.0870 6.7466 -0.0950
H -0.7799 6.3594 -1.5902
C -5.1393 -4.5664 7.7036
C -5.1446 -3.9048 6.3359
O -6.1319 -2.9022 6.1821
C -6.0485 -1.7997 7.0663
C -4.7479 -1.0208 6.9664
H -6.1169 -4.9978 7.9223
H -4.3934 -5.3613 7.7302
H -4.8988 -3.8609 8.4999
H -5.3752 -4.6501 5.5743
H -4.1517 -3.5070 6.0972
H -6.2273 -2.1210 8.0986
H -6.8808 -1.1519 6.7909
H -3.8840 -1.6246 7.2468
H -4.7788 -0.1574 7.6315
H -4.5923 -0.6675 5.9459

Cartesian forces (eV/Å) of the 2 atoms listed first:
0.205 -0.529 -0.199
-0.168 0.462 -0.346

Löwdin atomic charge list, values in e, 2 entries: atom 1 (C): -0.105, atom 2 (C): -0.287

Record 2
DFT (wB97M-V/def2-TZVPD) results for a cluster of 12 separate species, C36H83BrF9N2O15S12 in total in a non-equilibrium geometry.

E_HOMO = -9.3 eV
Multiplicity = 1
Charge = +1
Largest force on an atom = 5.842 eV/Å
Orbital gap = 4.87 eV
Total energy = -10909.94675 Eh

Cartesian coordinates (Å):
C 2.1478 1.8895 0.5578
O 0.8743 1.3006 0.2882
C 0.1775 0.9782 1.4644
C -0.8208 2.1241 1.8646
C -0.3974 2.8740 3.1714
C -0.9849 2.2045 4.4564
C -1.1652 0.6731 4.4167
N -0.1706 0.0455 4.9427
C -0.1659 -1.4282 4.9560
C 1.1884 -2.0653 4.5727
O 1.8512 -1.7488 3.6563
Br 1.7629 -3.5529 5.7194
C 0.8243 1.0496 5.3953
S 2.1951 0.5990 6.5112
O 2.7884 1.8753 6.9273
O 3.2483 -0.1855 5.8608
C 1.6059 -0.2099 8.0860
F 0.5402 -0.9967 7.9142
F 1.2081 0.7884 8.8914
C 2.7975 -0.9189 8.8060
F 3.1197 -2.0515 8.1767
F 3.8987 -0.1696 8.7644
C 2.5541 -1.2597 10.3114
F 3.6002 -2.0137 10.6829
F 2.6016 -0.1858 11.0880
C 1.2847 -2.1070 10.6069
F 1.4078 -2.6360 11.8286
F 0.2116 -1.3281 10.6737
F 1.1276 -3.1015 9.7557
C -0.0753 2.2717 5.7743
N 0.5725 3.5763 5.6753
H 2.5688 1.6277 1.5435
H 2.8441 1.4973 -0.2099
H 2.1293 2.9869 0.4215
H 0.8474 0.7051 2.3068
H -0.4439 0.0889 1.2341
H -0.8839 2.8479 1.0277
H -1.8256 1.6970 2.0441
H 0.7038 2.9433 3.2048
H -0.8036 3.8989 3.1519
H -1.9550 2.6529 4.7397
H -2.0711 0.2693 3.9486
H -0.8827 -1.7536 4.1769
H -0.5637 -1.8481 5.8959
H 1.3331 1.3539 4.4572
H -0.6670 2.1219 6.6998
H -0.1720 4.2542 5.5222
H 0.9844 3.8463 6.5666
C -2.8961 3.7529 -3.4173
S -2.1292 3.1550 -1.9057
O -2.8388 3.7879 -0.7522
C -0.5712 4.0321 -2.1230
H -3.9071 3.3539 -3.4704
H -2.9354 4.8429 -3.4057
H -2.3249 3.4036 -4.2793
H -0.7572 5.1045 -2.1896
H -0.0796 3.6767 -3.0288
H 0.0619 3.8237 -1.2613
C 6.0128 3.2101 0.8343
S 5.2879 4.7703 1.3559
O 3.8232 4.5412 1.5398
C 5.5046 5.6148 -0.2190
H 5.9484 2.5083 1.6628
H 5.4647 2.8144 -0.0226
H 7.0593 3.3638 0.5746
H 4.9888 5.0650 -1.0068
H 6.5682 5.6909 -0.4453
H 5.0797 6.6133 -0.1328
C -0.2352 -7.3235 7.0484
S -0.0810 -7.2119 5.2565
O -1.4584 -7.1318 4.6967
C 0.5095 -8.8963 5.0215
H -0.6327 -6.3790 7.4166
H -0.9166 -8.1327 7.3115
H 0.7471 -7.5001 7.4878
H -0.2205 -9.6020 5.4185
H 1.4674 -9.0189 5.5275
H 0.6386 -9.0666 3.9542
C -5.2393 2.5726 -6.7263
S -3.8363 1.7651 -7.5217
O -2.7561 1.6435 -6.4925
C -3.4088 3.1498 -8.5867
H -5.6467 1.8919 -5.9803
H -4.9130 3.4939 -6.2402
H -6.0021 2.7913 -7.4736
H -3.2008 4.0337 -7.9837
H -4.2307 3.3497 -9.2726
H -2.5228 2.8816 -9.1555
C -0.6969 4.4495 -10.9451
S -1.4022 6.0205 -10.4170
O -2.8662 5.8092 -10.2128
C -1.1932 6.8485 -11.9998
H -0.7567 3.7501 -10.1138
H -1.2606 4.0592 -11.7935
H 0.3477 4.5961 -11.2205
H -1.7238 6.2949 -12.7776
H -0.1309 6.9130 -12.2393
H -1.6064 7.8529 -11.9164
C -1.5825 -2.2359 -10.6860
S -3.1934 -2.0506 -9.9026
O -3.2870 -0.6496 -9.4024
C -2.8252 -3.0934 -8.4836
H -1.5701 -1.6248 -11.5870
H -0.7989 -1.9012 -10.0052
H -1.4270 -3.2812 -10.9535
H -1.9623 -2.6975 -7.9516
H -2.6250 -4.1108 -8.8215
H -3.6907 -3.0962 -7.8227
C 1.1116 -4.7818 -5.7849
S 0.2962 -3.4802 -6.7258
O 1.0041 -3.3621 -8.0309
C 0.8541 -2.1217 -5.6839
H 0.9269 -5.7312 -6.2843
H 2.1847 -4.5926 -5.7461
H 0.6968 -4.8146 -4.7770
H 1.9440 -2.1054 -5.6516
H 0.4475 -2.2443 -4.6797
H 0.4872 -1.1902 -6.1124
C -1.0384 -6.4029 12.8555
S 0.2642 -6.8789 11.7060
O 0.1327 -8.3409 11.4638
C 1.6284 -6.6439 12.8586
H -1.9963 -6.5132 12.3505
H -1.0116 -7.0501 13.7323
H -0.9003 -5.3618 13.1499
H 1.4836 -7.2752 13.7355
H 1.6788 -5.5947 13.1524
H 2.5521 -6.9246 12.3559
C 8.7660 0.9108 4.5882
S 7.9637 2.2231 3.6527
O 8.6935 2.3589 2.3608
C 8.5028 3.5703 4.7186
H 8.5903 -0.0320 4.0735
H 9.8379 1.1011 4.6456
H 8.3359 0.8641 5.5891
H 9.5918 3.5888 4.7674
H 8.0818 3.4350 5.7152
H 8.1405 4.5058 4.2957
C -5.2691 5.0717 -15.6282
S -4.1448 6.3060 -14.9551
O -3.0398 5.5724 -14.2744
C -5.2601 6.8964 -13.6706
H -4.7564 4.5443 -16.4306
H -5.5508 4.3641 -14.8480
H -6.1544 5.5675 -16.0270
H -5.5414 6.0704 -13.0171
H -6.1460 7.3326 -14.1331
H -4.7412 7.6577 -13.0910
C -4.6104 -7.4684 3.3490
S -4.1404 -6.6062 1.8419
O -3.7575 -5.2162 2.2257
C -5.7989 -6.5276 1.1419
H -3.7178 -7.5888 3.9625
H -5.3531 -6.8831 3.8926
H -5.0139 -8.4491 3.0944
H -6.4651 -6.0031 1.8275
H -6.1637 -7.5387 0.9602
H -5.7466 -5.9862 0.1990

Cartesian forces (eV/Å) of the 2 atoms listed first:
0.679 0.347 -1.109
0.602 -0.299 1.047

Löwdin atomic charge list, values in e, 2 entries: atom 1 (C): -0.093, atom 2 (O): -0.180

Record 3
DFT (wB97M-V/def2-TZVPD) results for a cluster of 9 separate species, C36H83BrN9O16PS in total in a non-equilibrium geometry.

E_HOMO = -8.3 eV
SMILES = CCCNCO[C@@H](O)[C@](CCOCC)(O[C@H](O)P(O)Br)S(C)(=O)=O.CN(C)C=O.CN(C)C=O.CN(C)C=O.CN(C)C=O.CN(C)C=O.CN(C)C=O.CN(C)C=O.CN(C)C=O
Multiplicity = 1
Charge = 0
Largest force on an atom = 6.281 eV/Å
Orbital gap = 8.24 eV
Total energy = -6431.39510 Eh

Cartesian coordinates (Å):
C 7.3420 2.6050 2.4627
C 7.6395 1.0005 2.7025
C 6.6088 0.0199 1.8306
N 5.4083 -0.2295 2.7151
C 4.1625 -0.5958 1.8846
O 3.0419 0.1196 2.5131
C 1.8652 -0.7472 2.7118
O 2.0992 -1.9088 3.5938
C 0.5056 0.1237 3.1071
C -0.7449 -0.9160 3.0634
C -2.2386 -0.2765 3.1906
O -2.3236 1.0598 3.7897
C -3.6411 1.6882 3.5612
C -3.4408 3.3277 3.7717
O 0.3547 1.3825 2.3938
C -0.1008 1.2630 1.0159
O 0.8653 0.7235 0.0499
P -0.4305 3.0931 0.4244
O 1.1262 3.9236 0.2525
Br -1.3074 2.9342 -1.6719
S 0.7464 0.5941 4.9445
C 0.2219 2.4117 5.2190
O 2.2207 0.5221 5.4062
O -0.1823 -0.2347 5.8936
H 8.2851 3.2908 2.6977
H 6.9606 2.7828 1.3607
H 6.4432 2.9349 3.1695
H 8.7671 0.7608 2.4729
H 7.4742 0.7939 3.8521
H 6.3655 0.5831 0.8332
H 7.1756 -0.9968 1.6563
H 5.5803 -0.9501 3.4497
H 4.0744 -1.7647 1.8938
H 4.3206 -0.2145 0.7644
H 1.6235 -1.2082 1.6371
H 2.1130 -2.7380 3.0190
H -0.6988 -1.4662 2.0048
H -0.6466 -1.8001 3.8587
H -2.8695 -1.0025 3.8965
H -2.8203 -0.2700 2.1507
H -4.3952 1.3323 4.3959
H -4.0346 1.5337 2.4663
H -3.8672 3.7061 4.8092
H -4.0006 3.9412 2.9299
H -2.3008 3.6515 3.7493
H -1.1175 0.7149 0.8437
H 0.3693 0.4436 -0.7982
H 1.8428 3.2229 0.2894
H 0.5707 3.1147 4.3367
H -0.9168 2.5166 5.4873
H 0.8586 2.7575 6.1678
C -2.1368 -7.1031 4.1428
N -1.7824 -5.7018 4.0611
C -2.5632 -4.7382 4.8087
C -0.7262 -5.2572 3.2945
O -0.3730 -4.0900 3.1809
H -3.1636 -7.2296 3.7874
H -2.0664 -7.4255 5.1857
H -1.4678 -7.7151 3.5319
H -2.9962 -4.0136 4.1124
H -1.9045 -4.2086 5.5036
H -3.3614 -5.2366 5.3654
H -0.2013 -6.0708 2.7686
C -4.3031 -4.7986 -1.5388
N -3.7459 -5.2882 -0.2955
C -2.7493 -4.4894 0.3869
C -4.1344 -6.4898 0.2579
O -3.7051 -6.9619 1.3032
H -3.4935 -4.6713 -2.2634
H -4.7864 -3.8347 -1.3544
H -5.0398 -5.4979 -1.9431
H -1.8294 -5.0740 0.4834
H -3.1157 -4.2417 1.3877
H -2.5449 -3.5700 -0.1685
H -4.8955 -7.0154 -0.3409
C 1.9687 -2.9619 6.7154
N 2.0605 -4.4045 6.7971
C 1.1653 -5.2090 5.9918
C 2.9724 -5.0348 7.6168
O 3.1031 -6.2469 7.7337
H 0.9620 -2.6542 7.0127
H 2.1577 -2.6535 5.6830
H 2.6992 -2.4826 7.3726
H 0.5688 -5.8465 6.6513
H 1.7584 -5.8458 5.3285
H 0.5039 -4.5729 5.3972
H 3.6026 -4.3309 8.1839
C 6.7782 -1.1930 -3.8417
N 6.5799 -0.2119 -2.7957
C 5.2337 0.2318 -2.4991
C 7.6316 0.3122 -2.0745
O 7.5349 1.1425 -1.1794
H 6.3966 -0.7880 -4.7835
H 6.2281 -2.1023 -3.5826
H 7.8378 -1.4357 -3.9587
H 5.1748 1.3143 -2.6472
H 5.0071 0.0067 -1.4525
H 4.5103 -0.2688 -3.1484
H 8.6097 -0.0926 -2.3804
C 0.5808 3.0487 -5.7885
N -0.5150 2.1260 -5.9987
C -0.7696 1.6361 -7.3374
C -1.3221 1.7003 -4.9652
O -2.2629 0.9237 -5.0727
H 0.4100 3.9442 -6.3931
H 1.5128 2.5676 -6.0990
H 0.6582 3.3356 -4.7364
H -1.7862 1.9144 -7.6311
H -0.6891 0.5448 -7.3384
H -0.0526 2.0589 -8.0463
H -1.0416 2.1330 -3.9914
C -6.1477 5.1750 -2.0608
N -5.5905 4.6853 -0.8175
C -4.5938 5.4841 -0.1351
C -5.9789 3.4838 -0.2641
O -5.5496 3.0116 0.7812
H -5.3380 5.3022 -2.7854
H -6.6310 6.1388 -1.8764
H -6.8843 4.4756 -2.4651
H -3.6740 4.8995 -0.0386
H -4.9603 5.7319 0.8657
H -4.3894 6.4035 -0.6905
H -6.7400 2.9581 -0.8629
C -12.0146 3.6917 -3.4281
N -10.6190 3.9582 -3.7060
C -9.9982 3.3176 -4.8467
C -9.8640 4.8019 -2.9192
O -8.6824 5.0706 -3.0968
H -12.1427 2.6187 -3.2583
H -12.6123 4.0014 -4.2903
H -12.3516 4.2378 -2.5430
H -9.1552 2.7123 -4.5001
H -9.6224 4.0880 -5.5268
H -10.7170 2.6822 -5.3712
H -10.4326 5.2347 -2.0804
C 6.9798 1.0625 -9.5902
N 7.5370 0.5728 -8.3469
C 8.5337 1.3716 -7.6645
C 7.1486 -0.6287 -7.7935
O 7.5779 -1.1009 -6.7482
H 7.7895 1.1897 -10.3148
H 6.4965 2.0263 -9.4059
H 6.2432 0.3631 -9.9945
H 9.4535 0.7870 -7.5680
H 8.1672 1.6194 -6.6638
H 8.7381 2.2910 -8.2199
H 6.3875 -1.1544 -8.3924

Cartesian forces (eV/Å) of the 2 atoms listed first:
-0.717 -0.091 0.159
0.040 0.317 0.215

Löwdin atomic charge list, values in e, 2 entries: atom 1 (C): -0.151, atom 2 (C): -0.237